{
  "formula": "C16H28GdN2O3P2",
  "method": "ωB97M-V with the def2-TZVPD basis set",
  "elements": ["H", "H", "H", "H", "H", "C", "C", "N", "C", "C", "H", "H", "H", "P", "C", "C", "C", "H", "O", "H", "H", "H", "O", "C", "N", "C", "H", "O", "Gd", "H", "H", "H", "H", "C", "C", "C", "C", "C", "H", "H", "H", "P", "H", "H", "H", "H", "H", "C", "H", "C", "H", "H"],
  "xyz": [[-3.128464, 0.505546, -2.063066], [1.123259, -4.865645, 0.093277], [-5.057022, 0.986938, 0.422428], [1.261862, -6.373987, -0.181349], [-4.153438, 0.150622, 1.732953], [2.266548, -2.218969, -1.850028], [-4.193830, 0.348736, 0.653403], [-0.147773, 1.027132, -1.628305], [-2.545238, 2.761446, 0.953473], [3.545423, -0.897966, 0.450487], [-4.278307, -0.609271, 0.119836], [-2.556458, -4.123368, -3.571447], [2.811405, 1.436037, -1.024751], [-2.591324, 1.083645, 0.231548], [0.824665, -0.420556, 5.154016], [-1.258431, 1.578702, -2.198560], [1.995532, 0.147191, 4.624042], [0.096069, 3.104635, -4.917970], [-2.566170, -3.607380, -2.737491], [2.961014, -0.047954, 5.079965], [2.149510, 2.104210, -3.848390], [0.882436, -1.054628, 6.053038], [0.777191, 1.444491, 1.500887], [0.028363, 2.524633, -4.001353], [0.716038, 1.058813, 2.851123], [-0.439861, 0.437176, 3.291368], [-1.316140, -0.643498, 4.910368], [0.858114, -5.564642, -0.539716], [-0.238338, -0.192472, 0.553987], [-1.913027, -4.078421, -2.169673], [2.781706, 1.473668, 3.060001], [-2.486880, 2.639364, 2.043815], [-3.438175, 3.348711, 0.693927], [-0.400163, -0.214685, 4.521925], [-2.639259, 1.381121, -1.578583], [1.160074, 1.975872, -3.414201], [-1.191781, 2.313058, -3.374372], [1.914618, 0.981326, 3.512114], [3.411316, -1.787678, 1.081089], [2.095219, -3.158570, -1.306910], [4.498513, -0.965546, -0.091893], [2.099334, -0.866161, -0.651158], [-1.403722, 0.617096, 2.763416], [-3.242561, 2.284605, -1.790283], [3.537359, -0.007545, 1.096633], [3.030008, 0.432964, -2.498335], [3.249153, -2.238509, -2.342010], [1.051600, 1.224120, -2.251699], [1.475870, -2.109131, -2.606172], [2.342158, 0.657742, -1.659446], [-2.117076, 2.728480, -3.767570], [-1.640918, 3.288500, 0.615615]],
  "atomic_forces_ev_per_a": [[0.211, 0.517, 0.271], [-0.229, -0.786, -0.441], [0.274, -0.146, 0.047], [-0.224, 0.312, -0.226], [-0.285, -0.035, -0.231], [0.043, -0.177, 0.063], [-0.023, -0.076, 0.107], [-0.015, 0.439, -0.986], [-0.095, 0.010, 0.095], [0.038, -0.267, 0.097], [-0.087, 0.249, 0.209], [-0.089, 0.450, 0.696], [-0.168, -0.382, -0.254], [-1.333, 1.141, -0.544], [-0.263, -0.240, 0.146], [0.280, -0.057, -0.009], [-0.296, 0.636, -0.337], [-0.013, -0.102, 0.165], [0.920, -0.782, 0.015], [-0.156, 0.243, 0.010], [-0.268, 0.039, -0.009], [-0.074, 0.477, -0.513], [-0.170, 0.471, 2.285], [-0.023, -0.116, 0.255], [0.271, 0.218, -1.234], [0.430, 0.519, 0.105], [0.103, 0.044, 0.019], [0.433, 0.511, 0.708], [-0.010, -1.769, 0.716], [-0.760, 0.345, -0.643], [-0.627, -0.112, 0.065], [-0.065, 0.262, -0.224], [0.259, -0.175, 0.092], [0.524, -0.355, -0.014], [0.102, -0.124, -0.336], [0.129, -0.132, -0.083], [-0.125, 0.166, 0.015], [-0.418, -1.229, 0.193], [0.313, 0.201, -0.043], [0.121, 0.084, -0.360], [-0.265, 0.031, 0.174], [1.199, 0.046, -1.041], [0.956, 0.240, 0.371], [0.130, -0.539, 0.050], [0.024, -0.269, -0.253], [-0.203, 0.180, 0.506], [-0.275, -0.007, 0.164], [-0.251, 0.081, 0.099], [0.221, -0.083, 0.171], [-0.177, 0.275, -0.180], [0.260, -0.064, -0.052], [-0.253, -0.168, 0.105]],
  "mulliken_spin": [0.00, 0.00, 0.00, 0.00, 0.01, 0.00, 0.00, -0.07, 0.00, 0.01, 0.01, 0.00, 0.00, -0.04, 0.05, 0.01, 0.02, 0.00, 0.00, 0.00, 0.00, 0.00, -0.11, 0.00, 0.09, 0.02, 0.00, 0.00, 7.94, 0.00, 0.00, 0.00, 0.00, 0.04, -0.03, 0.01, 0.01, 0.05, 0.01, 0.00, 0.00, -0.05, 0.03, 0.00, 0.00, 0.00, 0.00, -0.01, 0.00, -0.02, 0.00, 0.00],
  "total_charge": 2,
  "multiplicity": 9,
  "s2": 20.059,
  "energy_ha": -2409.51192,
  "e_homo_ev": [-12.049, -15.093],
  "e_lumo_ha": [-0.2371, -0.2349],
  "gap_ev": [5.60, 8.70],
  "de_lowest_kcal_mol": 0.0
}